Record 1
Computed, not measured: a molecular structure, C14H21BI2IrLuO6S at a distorted geometry, with ωB97M-V/def2-TZVPD.

Its net charge is +4. The LUMO energy (spin up / spin down) comes out at -14.795 / -18.043 eV. For the HOMO energy (spin up / spin down), the calculation gives -22.0630 / -21.3461 eV. As for the multiplicity: 5. The value obtained for the max |F| is 7.58 eV/A. The relative energy (zero: lowest compared OMol25 entry of this formula, charge and spin) comes out at 276.32 kJ/mol. For the gap between HOMO and LUMO (spin up / spin down), the calculation gives 7.269 / 3.303 eV.

Geometry as XYZ:
```
47
Properties=species:S:1:pos:R:3:forces:R:3
I 1.1939 -2.5145 0.0374 -0.642 -0.074 0.571
I 1.6109 2.4014 0.6495 -0.505 -0.600 -0.564
Lu 0.1571 0.5961 -0.9973 1.176 1.507 0.484
Ir -1.0064 -1.0650 1.1747 3.563 0.808 -0.943
S 2.1890 -0.2327 -2.3367 0.713 -0.189 -0.043
C -1.7316 -1.5516 -0.5510 -3.935 -3.395 -4.177
C -1.9133 -2.2867 2.3497 -4.766 -4.523 3.782
C 1.2570 0.0406 -3.8641 -0.170 -0.079 -0.559
C 2.1659 0.8592 -4.7682 0.481 0.421 -0.207
C -0.0451 0.7764 -3.5655 0.122 -0.073 -0.207
C 0.9690 -1.3344 -4.4667 0.572 -0.753 0.290
C -1.5532 0.7078 1.6957 -2.105 3.525 1.720
C -1.9652 1.9430 -1.0016 -5.498 3.021 0.373
O -2.4831 -3.0334 3.0358 2.844 3.416 -2.961
O -2.1676 -2.0298 -1.5195 1.982 2.268 3.264
O -1.9268 1.7615 1.9973 1.412 -3.807 -1.075
O -2.9798 2.4944 -0.8902 5.070 -2.663 -0.627
H 1.7053 0.9931 -5.7559 0.030 -0.117 0.183
H 3.1442 0.3808 -4.8894 -0.253 -0.063 -0.115
H 2.3568 1.8443 -4.3465 -0.020 0.185 -0.032
H -0.5738 0.9642 -4.5025 -0.249 0.003 0.109
H 0.1456 1.7824 -3.1484 -0.159 0.150 0.139
H -0.7460 0.1463 -2.9508 -0.147 0.167 -0.585
H 0.5445 -1.2192 -5.4697 0.000 0.024 0.139
H 0.2837 -1.9089 -3.8320 -0.089 0.005 -0.201
H 1.9035 -1.9230 -4.5450 -0.447 0.298 -0.161
C 3.9512 -0.4630 3.6046 -0.072 -0.239 -0.042
C 2.5134 -0.9262 3.5567 0.923 1.999 -0.200
C 2.5245 -2.4448 3.7919 -0.447 -1.662 0.222
O 1.9535 -0.6317 2.2756 -0.709 -0.943 -0.383
B 0.5709 -0.5280 2.4456 0.950 1.422 2.509
O 0.2521 -0.1928 3.7579 0.556 -0.616 -1.995
C 1.4861 -0.1711 4.5039 -0.984 -1.488 1.340
C 1.1804 -0.8250 5.8263 0.279 -0.118 0.114
C 1.9053 1.2783 4.7310 0.681 1.173 -0.183
H 4.5255 -1.0534 2.8832 0.158 0.122 0.231
H 4.3488 -0.6259 4.6164 0.007 0.049 -0.346
H 4.0255 0.5826 3.3194 0.087 0.148 0.021
H 3.1528 -2.9241 3.0240 -0.090 0.345 0.281
H 2.9539 -2.6606 4.7836 -0.113 0.238 -0.386
H 1.5246 -2.9056 3.7437 0.130 0.355 0.076
H 2.0563 -0.7913 6.4774 -0.065 0.057 0.046
H 0.3670 -0.2786 6.3044 0.022 -0.037 0.149
H 0.8713 -1.8654 5.7059 -0.093 0.097 0.006
H 2.1005 1.7862 3.7738 0.008 -0.127 0.379
H 1.0898 1.7953 5.2585 0.210 -0.282 -0.132
H 2.8135 1.2821 5.3588 -0.416 0.046 -0.302
```
Forces are in eV/Å.

=====

Record 2
Computed, not measured: a molecular structure, C14H21ClCrSi at a distorted geometry, with ωB97M-V/def2-TZVPD.

Its net charge is -1. The LUMO energy (spin up / spin down) comes out at 1.901 / 2.557 eV. For the HOMO energy (spin up / spin down), the calculation gives -2.5697 / -2.5686 eV. As for the multiplicity: 4. The value obtained for the max |F| is 3.54 eV/A. The relative energy (zero: lowest compared OMol25 entry of this formula, charge and spin) comes out at 222.18 kJ/mol. For the gap between HOMO and LUMO (spin up / spin down), the calculation gives 4.471 / 5.126 eV.

Geometry as XYZ:
```
38
Properties=species:S:1:pos:R:3:forces:R:3
C 3.0239 0.1222 0.7828 -1.555 -2.206 0.193
C 3.0302 -1.1194 -0.0419 -0.584 0.434 2.905
C 2.2435 -2.1119 0.6512 1.316 0.422 -0.028
H 3.6424 -1.3306 -0.9048 -0.181 0.291 -0.110
C 1.5916 -1.4946 1.7609 1.023 0.919 -0.142
C 2.1171 -0.1327 1.9400 0.408 -1.036 -2.096
H 1.6611 0.6119 2.5771 0.435 0.016 0.374
H 3.3764 1.0785 0.4291 0.394 0.070 0.294
H 2.3587 -3.2339 0.5097 -0.861 1.851 -0.286
H 0.9408 -2.0465 2.4474 0.160 0.537 -0.354
Cr 0.9602 0.2636 0.1848 -0.023 -2.759 -2.219
Cl 1.1243 0.9936 -1.9732 0.263 0.324 0.485
C -1.0936 -1.7506 -1.9348 0.319 -0.375 0.200
C -1.3415 -2.6727 -0.8647 0.988 0.199 0.166
C -0.2842 -3.6696 -0.8824 -0.513 1.404 0.086
H -2.0377 -2.4639 -0.0141 0.527 -0.534 -0.917
C 0.5736 -3.3904 -1.9769 -0.845 1.866 -0.339
C 0.0538 -2.1983 -2.6637 0.362 -0.570 1.378
H 0.5854 -1.5785 -3.4110 -0.428 -0.724 0.365
H -1.6154 -0.7743 -2.0787 0.313 -1.036 -0.083
H -0.0049 -4.2455 0.0077 -0.307 -0.243 -0.531
H 1.6020 -3.7376 -2.0850 -0.365 -0.295 -0.222
C -1.9569 2.2344 -1.3007 -0.081 0.276 -0.472
Si -1.2687 2.0551 0.4036 -0.726 -0.859 0.362
C 0.2055 3.1491 0.6661 0.266 0.372 0.099
C -2.6078 2.4942 1.6051 -0.403 0.912 0.249
C -0.9035 0.3126 0.8636 -0.175 -0.434 1.461
H -2.2712 3.2830 -1.3947 -0.095 -0.111 -0.171
H -2.8369 1.5906 -1.4323 0.180 0.140 0.000
H -1.2219 2.0179 -2.0878 -0.328 0.035 0.284
H -0.1431 4.1790 0.5188 0.265 0.009 0.069
H 0.5906 3.0449 1.6882 -0.014 0.129 -0.114
H 1.0074 2.9431 -0.0543 -0.144 0.201 0.142
H -3.4884 1.8538 1.4539 0.254 0.148 0.089
H -2.2524 2.4034 2.6419 -0.178 0.000 -0.242
H -2.8940 3.5388 1.4189 -0.255 -0.067 0.279
H -0.7478 0.1662 1.9805 -0.374 0.441 -1.012
H -1.7186 -0.3848 0.5695 0.961 0.253 -0.141
```
Forces are in eV/Å.

=====

Record 3
Computed, not measured: a gas-phase ion, C14H21F3N2O2PS (charge +1) at a distorted geometry, with ωB97M-V/def2-TZVPD.

Its SMILES is CCCc1c(C(F)(F)F)c(COC(C)=O)cc(CNC)[n+]1[PH2]=S. Its net charge is +1. The LUMO energy comes out at -4.726 eV. For the HOMO energy, the calculation gives -12.2815 eV. As for the multiplicity: 1. The value obtained for the max |F| is 2.80 eV/A. For the gap between HOMO and LUMO, the calculation gives 7.555 eV.

Geometry as XYZ:
```
44
Properties=species:S:1:pos:R:3:forces:R:3
C 4.8402 0.4504 1.1364 -0.352 -0.344 -0.173
C 3.4691 -0.2826 1.0553 0.672 0.801 0.173
C 2.8822 -0.2076 -0.3802 0.075 -0.442 0.166
C 1.3638 -0.2626 -0.3531 1.745 -0.036 -0.340
C 0.6549 -1.4271 -0.5777 -0.444 0.385 0.435
C 1.3545 -2.7577 -0.8182 -0.416 -0.534 -0.090
F 2.5133 -2.8667 -0.1635 0.091 0.114 -0.328
F 1.5351 -2.9096 -2.1405 0.446 0.062 0.188
F 0.6300 -3.8075 -0.4097 -0.069 0.294 0.137
C -0.7322 -1.3336 -0.5873 -1.213 -1.248 -0.052
C -1.6650 -2.5246 -0.8874 0.226 0.290 -1.201
O -2.1649 -3.1240 0.2930 -0.236 0.837 -0.013
C -3.4531 -2.6669 0.6139 -1.077 0.065 0.457
C -3.5337 -1.9000 1.9393 0.440 -1.141 -0.694
O -4.4089 -2.8581 -0.0862 1.198 0.149 0.151
C -1.3840 -0.1310 -0.3408 0.794 -0.403 -0.064
C -0.6364 0.9769 -0.0844 -0.621 1.320 0.369
C -1.4167 2.2815 0.1677 -0.286 -0.099 -0.167
N -1.6114 3.0026 -1.0848 -0.455 -0.284 -0.018
C -2.9966 2.8970 -1.5867 -0.056 0.420 -0.215
N 0.7291 0.9070 -0.0990 -0.687 -0.149 0.748
P 1.6018 2.4384 0.2584 0.816 2.271 -1.414
S 1.5790 3.6870 -1.2058 -0.104 -0.422 0.351
H 5.0319 0.8171 2.1487 0.032 -0.123 -0.175
H 5.6356 -0.2490 0.8573 -0.051 0.270 0.039
H 4.8821 1.2982 0.4388 0.065 -0.109 0.204
H 3.6338 -1.3034 1.4090 -0.406 0.064 -0.243
H 2.7730 0.1955 1.7603 0.073 -0.181 -0.092
H 3.2796 -1.0265 -0.9845 -0.161 0.223 0.085
H 3.2329 0.6983 -0.8924 -0.301 -0.087 0.124
H -1.1473 -3.2379 -1.5318 -0.250 -0.141 0.411
H -2.4756 -2.1159 -1.5097 0.002 -0.204 0.283
H -4.5737 -1.9206 2.2631 0.196 0.272 0.028
H -2.8786 -2.3996 2.6617 -0.146 0.288 -0.019
H -3.1596 -0.8903 1.7406 -0.168 -0.075 0.270
H -2.4647 -0.0563 -0.3408 0.140 -0.091 -0.072
H -2.4127 1.9656 0.5139 0.391 -0.080 0.291
H -1.0000 2.8806 0.9831 0.074 -0.003 -0.271
H -1.4066 3.9871 -0.9820 0.394 -0.137 0.022
H -3.4379 1.9115 -1.4036 0.208 0.152 0.068
H -3.0247 3.0513 -2.6712 0.109 0.016 0.232
H -3.6242 3.6702 -1.1173 -0.115 -0.356 -0.109
H 2.9433 2.1627 0.5599 -0.550 -0.694 0.492
H 1.0433 2.9802 1.4381 -0.023 -0.907 0.025
```
Forces are in eV/Å.

=====

Record 4
Computed, not measured: a molecular structure, C14H21F6FeN3O15PS4, with ωB97M-V/def2-TZVPD.

Its net charge is 0. The LUMO energy (spin up / spin down) comes out at -0.358 / -1.982 eV. For the HOMO energy (spin up / spin down), the calculation gives -8.9247 / -8.9513 eV. As for the multiplicity: 6. The value obtained for the max |F| is 0.80 eV/A. The relative energy (zero: lowest compared OMol25 entry of this formula, charge and spin) comes out at 133.88 kJ/mol. For the gap between HOMO and LUMO (spin up / spin down), the calculation gives 8.566 / 6.970 eV.

Geometry as XYZ:
```
65
Properties=species:S:1:pos:R:3:forces:R:3
Fe -0.3615 0.3377 0.0163 -0.670 0.227 0.374
C 2.9900 -3.3305 -1.6983 0.021 -0.040 0.028
C 2.0748 -2.7013 -0.6883 0.285 -0.054 0.092
C 2.4798 -2.7529 0.7589 -0.012 0.035 -0.022
O 0.8098 -2.9058 -0.9834 -0.631 0.020 0.149
C 2.3909 -0.7494 -1.0803 -0.076 0.305 -0.136
O 3.5660 -0.5830 -1.0531 0.204 0.043 0.029
O 1.3412 -0.1726 -1.3200 0.020 -0.373 -0.112
H 3.0028 -4.4048 -1.4926 0.010 -0.011 -0.037
H 4.0010 -2.9439 -1.6164 -0.003 0.001 0.013
H 2.6089 -3.1850 -2.7086 0.019 0.017 0.006
H 2.4480 -3.8061 1.0559 0.017 -0.004 0.037
H 1.7965 -2.1976 1.3989 0.022 -0.036 -0.035
H 3.4924 -2.3782 0.8881 0.000 -0.011 0.006
H 0.2064 -2.6351 -0.2340 0.112 0.039 -0.119
F 3.7020 2.1559 1.1231 -0.047 0.067 -0.055
C 3.7126 1.3357 2.1939 -0.081 0.007 -0.005
F 4.2261 1.9945 3.2176 0.107 0.112 0.103
F 4.4820 0.2979 1.9064 0.173 -0.173 -0.068
S 2.0152 0.7514 2.5722 -0.493 0.174 -0.070
O 1.5594 0.2859 1.2701 0.126 -0.132 -0.099
O 2.1692 -0.2054 3.6086 0.123 0.018 0.042
N 1.3123 2.0681 3.0313 0.123 0.035 0.205
S 0.1593 2.8163 2.2884 -0.105 -0.683 -0.168
O 0.0362 2.4139 0.8847 0.117 0.272 -0.105
O -1.0304 2.9498 3.0434 0.006 0.251 0.080
C 0.8639 4.5031 2.1491 0.052 -0.017 -0.013
F -0.0082 5.2978 1.5426 -0.126 0.098 -0.082
F 1.9873 4.4876 1.4014 0.046 -0.056 -0.062
F 1.1561 4.9922 3.3372 0.072 0.096 0.141
O -4.2146 0.2242 -1.2249 -0.034 -0.021 0.042
S -3.1050 -0.1734 -0.4006 0.333 -0.105 -0.422
O -2.4702 0.8610 0.4077 0.063 0.140 0.043
O -2.0180 -0.8152 -1.2202 -0.109 -0.035 -0.221
C -3.6973 -1.3771 0.7697 0.046 0.012 0.089
C -5.0082 -1.7882 0.5951 -0.040 -0.011 0.017
C -5.6099 -2.6426 1.5099 0.003 -0.002 -0.006
C -4.8975 -3.0786 2.6096 0.010 0.004 0.005
C -3.5779 -2.6795 2.7851 -0.022 -0.032 0.015
C -2.9625 -1.8312 1.8796 -0.025 -0.041 -0.055
S -1.2291 -1.4868 2.2198 0.081 0.112 -0.308
O -0.8059 -2.4914 3.1492 0.015 -0.029 -0.026
O -1.0734 -0.1005 2.6045 -0.039 -0.078 0.080
O -0.5917 -1.6492 0.8628 0.297 0.059 -0.019
H -5.5613 -1.4114 -0.2537 0.023 0.004 0.005
H -6.6355 -2.9527 1.3587 0.006 0.005 0.009
H -5.3569 -3.7358 3.3363 0.004 0.002 -0.009
H -3.0018 -3.0381 3.6263 -0.003 0.007 -0.011
N -1.7640 0.1184 -3.7622 0.136 -0.240 0.207
C -0.3625 0.6035 -3.9935 -0.033 -0.098 0.037
P -0.2360 2.1340 -2.9661 -0.362 -0.041 0.207
O -0.8736 3.2257 -3.7283 -0.039 0.008 0.009
O -0.7328 1.7116 -1.6033 0.575 0.083 -0.337
C 1.5648 2.5153 -2.7735 0.064 -0.092 0.149
N 1.7796 3.0418 -1.3860 -0.036 0.053 0.130
H -2.0394 -0.5831 -4.4447 -0.003 -0.022 -0.013
H -2.4362 0.8877 -3.8115 -0.013 0.045 0.085
H -1.8444 -0.3143 -2.7863 -0.238 0.214 0.123
H -0.2385 0.8158 -5.0526 0.051 0.049 0.005
H 0.3128 -0.1877 -3.6714 -0.010 0.021 0.017
H 1.8664 3.2861 -3.4773 -0.001 -0.015 -0.041
H 2.1862 1.6315 -2.8858 0.022 -0.045 0.015
H 1.4300 3.9972 -1.2975 -0.018 0.004 -0.004
H 2.7626 3.0410 -1.1153 0.013 -0.037 0.038
H 1.2522 2.5059 -0.6727 -0.130 -0.104 0.027
```
Forces are in eV/Å.

=====

Record 5
Computed, not measured: 2 unconnected molecules or ions with the total composition C14H21N at a distorted geometry, with ωB97M-V/def2-TZVPD.

Its SMILES is CCc1c[nH]c2ccccc12.CC(C)C. Its net charge is 0. The LUMO energy comes out at 0.907 eV. For the HOMO energy, the calculation gives -7.7940 eV. As for the multiplicity: 1. The value obtained for the max |F| is 2.88 eV/A. The relative energy (zero: lowest compared OMol25 entry of this formula, charge and spin) comes out at 117.45 kJ/mol. For the gap between HOMO and LUMO, the calculation gives 8.701 eV.

Geometry as XYZ:
```
36
Properties=species:S:1:pos:R:3:forces:R:3
C -0.2367 2.7623 -3.1808 0.539 0.114 -1.784
C -0.2578 1.2457 -2.9374 -2.825 -0.043 0.533
C 0.6220 0.7476 -1.8541 1.326 -0.815 1.021
C 1.7186 1.3955 -1.3854 -0.424 0.327 -1.455
N 2.4664 0.6025 -0.5658 1.005 -0.875 1.543
C 1.8141 -0.6299 -0.3353 0.988 1.317 -1.554
C 2.1712 -1.7759 0.3699 -2.081 0.530 0.001
C 1.1004 -2.6952 0.3660 1.696 -1.252 -0.006
C 0.0435 -2.7568 -0.5537 0.201 1.255 -0.307
C -0.1601 -1.6444 -1.3846 0.560 -0.698 1.475
C 0.6902 -0.5753 -1.1736 -1.246 1.114 -1.390
H 0.1641 2.8284 -4.1879 0.765 0.694 -0.052
H 0.2939 3.4214 -2.5071 0.416 -0.324 0.238
H -1.1799 3.2687 -3.3529 -0.688 -0.523 0.485
H -1.3407 1.0963 -2.6907 0.718 -0.575 0.201
H -0.1639 0.6622 -3.8851 0.389 0.522 0.636
H 2.0432 2.3856 -1.7009 0.189 -0.358 0.333
H 3.4761 0.6308 -0.6109 -0.220 0.242 0.395
H 3.0722 -1.9047 0.9713 -0.423 0.115 -0.125
H 1.2689 -3.5287 1.0288 -0.249 -0.438 0.000
H -0.5599 -3.6458 -0.6374 -0.175 -0.024 0.228
H -0.9435 -1.5273 -2.0981 -0.499 -0.312 -0.390
C -1.8071 -0.1496 1.5052 1.438 -0.554 -0.700
C -1.7984 0.7563 2.7319 0.478 0.939 -0.015
C -3.1521 1.3251 3.1337 -1.549 0.010 -1.185
C -1.1889 0.0226 3.9165 1.626 1.261 -0.361
H -1.7881 0.3034 0.5082 0.059 0.771 0.330
H -2.6541 -0.8078 1.3919 -0.303 -0.594 0.655
H -0.8372 -0.7354 1.5248 -1.235 0.261 -0.120
H -1.0723 1.5910 2.5145 -0.809 -0.569 0.024
H -3.7918 1.4766 2.2354 0.394 -0.107 0.258
H -3.7502 0.5999 3.7386 0.618 0.627 -0.115
H -3.1492 2.3294 3.5722 0.311 -0.424 0.440
H -0.3070 -0.4853 3.4981 -0.362 -0.506 0.667
H -0.7702 0.7560 4.6277 -0.321 -0.204 -0.066
H -1.8947 -0.5704 4.4523 -0.308 -0.903 0.163
```
Forces are in eV/Å.